{
  "formula": "C15H18Cl2MgN2O2",
  "method": "the ωB97M-V functional and the def2-TZVPD basis",
  "elements": ["H", "H", "C", "H", "C", "H", "H", "N", "C", "C", "C", "Cl", "C", "H", "H", "H", "O", "Cl", "C", "H", "C", "C", "H", "C", "H", "H", "H", "H", "N", "C", "O", "C", "C", "H", "H", "H", "C", "C", "Mg", "H"],
  "coordinates": [[-2.645, -0.421, 1.891], [2.900, -1.085, -0.083], [-2.754, -0.178, 0.833], [-1.323, 1.003, -3.804], [0.523, -3.802, 0.284], [0.241, 1.576, 3.187], [0.764, 2.847, 2.013], [-1.701, 0.325, 0.199], [-1.745, 0.560, -1.136], [1.833, 1.208, -1.652], [0.838, 1.288, -3.827], [-0.320, -4.226, 1.743], [-0.322, 0.408, 2.961], [0.823, 2.996, 0.201], [3.116, -0.905, 1.666], [-2.928, 0.437, -2.930], [0.672, -1.533, 0.989], [2.273, -4.008, 0.439], [0.299, -2.290, 0.039], [3.907, 0.297, 0.547], [-0.483, 0.919, -1.817], [1.300, 2.460, 1.038], [2.364, 2.359, 1.173], [-2.940, 0.305, -1.840], [-4.791, -0.814, 0.785], [0.893, 1.374, -4.910], [-0.028, -0.480, 3.567], [-1.395, 0.534, 2.750], [0.640, 0.973, -1.090], [3.035, -0.351, 0.724], [-0.201, -1.979, -1.047], [-0.419, 1.082, -3.226], [-4.059, -0.177, -1.185], [2.988, 1.491, -3.441], [-4.978, -0.388, -1.744], [0.167, -4.394, -0.551], [1.974, 1.345, -3.034], [-3.981, -0.424, 0.187], [0.620, 0.553, 1.169], [2.692, 1.233, -0.975]],
  "charge": 0,
  "fmax_ha_per_bohr": 0.09073,
  "relative_energy_ev": 0.980,
  "e_homo_ev": [-7.456, -8.227],
  "gap_ev": [5.58, 7.34],
  "total_energy_ha": -1962.69175
}